Entry 1:
# C19H24GeN6O2Pd

A molecular structure, C19H24GeN6O2Pd at a distorted geometry (ωB97M-V/def2-TZVPD, the Open Molecules 2025 dataset).

Structure (XYZ):
```
53
Properties=species:S:1:pos:R:3:mulliken_charge:R:1
Pd 0.729 0.144 -0.798 -0.097
Ge 0.422 -2.144 0.248 0.877
O 3.439 -0.149 1.149 -0.561
O 3.027 1.645 2.302 -0.737
N 2.684 0.774 1.482 0.383
N -1.092 0.689 -0.139 -0.542
N 0.431 1.590 2.943 -0.450
N -0.832 1.260 1.137 -0.337
N 1.474 0.825 0.910 0.079
N 0.970 1.946 -1.622 0.051
C -1.021 -5.238 -2.199 -0.472
C 1.706 4.241 -1.446 -0.943
C -2.813 -3.622 -2.002 -0.776
C 0.754 3.447 -3.501 -0.813
C -0.196 -2.331 4.400 -0.529
C -2.129 -1.214 3.464 -0.835
C 1.513 2.969 -0.927 -0.193
C -0.701 -3.232 -0.873 0.239
C 0.352 -2.458 3.119 -0.435
C -2.005 -2.823 -1.186 0.009
C -0.341 -1.963 2.006 0.631
C -1.584 -1.339 2.183 -0.797
C 0.603 2.210 -2.894 -0.352
C 1.318 4.491 -2.764 1.229
C -2.321 -4.829 -2.508 -0.444
C 1.498 5.842 -3.385 -1.436
C 0.463 1.197 1.626 0.833
C -0.211 -4.441 -1.383 -0.512
C -1.436 -1.710 4.572 -0.504
H -1.704 -0.113 -0.020 -0.166
H 1.952 6.549 -2.682 0.346
H 0.168 1.373 -3.432 0.414
H 2.153 5.772 -4.259 0.331
H -0.153 2.405 3.098 0.283
H -2.395 -1.890 -0.804 0.203
H 1.313 -2.941 2.995 0.367
H 1.362 1.780 3.322 0.304
H 0.795 -4.766 -1.149 0.318
H -1.542 1.120 1.857 0.384
H 1.801 2.733 0.093 0.402
H -2.947 -5.446 -3.140 0.365
H -1.859 -1.612 5.564 0.399
H -3.089 -0.731 3.598 0.431
H -0.640 -6.172 -2.591 0.380
H 0.437 3.590 -4.528 0.399
H -2.127 -0.948 1.334 0.640
H 2.272 -0.305 -1.327 0.002
H 0.341 -2.715 5.258 0.408
H 2.149 5.015 -0.829 0.362
H 0.529 6.249 -3.691 0.325
H 1.802 -2.838 0.382 -0.216
H -3.819 -3.304 -2.243 0.380
H -1.499 1.416 -0.719 0.372
```

## Properties
M, g mol⁻¹: 547.47
Net charge: 0
Gap between HOMO and LUMO (alpha / beta), eV: 5.84 / 5.84
Calculated total energy, eV: -93116.51827
LUMO level (alpha / beta), eV: -0.1 / -0.1

Entry 2:
# C19H24N2O4

A single C19H24N2O4 molecule (ωB97M-V/def2-TZVPD, the Open Molecules 2025 dataset).

Structure (XYZ):
```
49
Properties=species:S:1:pos:R:3:mulliken_charge:R:1
O -2.809 -1.825 1.574 -0.629
O -3.454 2.576 0.572 -0.640
O 2.816 -1.329 1.098 -0.621
O 6.879 0.133 -1.044 -0.486
N 3.205 -0.106 -0.763 -0.101
N -3.453 0.338 1.112 0.270
C -0.383 2.032 0.137 -1.080
C 6.761 -0.300 1.293 -0.639
C 5.594 0.526 -0.601 0.413
C 0.019 -0.695 0.758 -0.588
C 4.559 -0.563 -0.960 -1.096
C -4.485 -0.218 -1.785 -1.338
C -4.866 0.206 1.397 -0.920
C -2.871 1.531 0.714 0.142
C 1.083 0.110 0.338 0.880
C -1.231 -0.125 0.834 0.210
C 2.445 -0.513 0.279 0.423
C -5.594 -0.744 0.445 -0.902
C -1.431 1.224 0.525 0.359
C 5.704 0.735 0.912 -0.533
C 7.661 -0.318 0.055 -0.532
C -6.826 -1.084 -1.696 -1.654
C 0.880 1.456 0.044 -0.621
C -5.786 -0.220 -0.983 0.895
C -2.544 -0.704 1.224 0.243
H -7.774 -1.069 -1.163 0.409
H 1.719 2.077 -0.235 0.511
H -3.985 -1.182 -1.706 0.291
H 8.511 0.366 0.170 0.309
H -6.164 0.807 -0.931 0.202
H -6.578 -0.929 0.880 0.390
H 4.756 0.571 1.418 0.238
H -5.289 1.212 1.339 0.442
H 8.046 -1.316 -0.173 0.292
H 7.310 -0.030 2.192 0.411
H -5.061 -1.696 0.420 0.383
H -6.482 -2.114 -1.758 0.351
H -6.999 -0.719 -2.706 0.418
H -0.542 3.076 -0.083 0.509
H 0.192 -1.729 1.013 0.586
H 4.707 -0.852 -2.004 0.362
H 4.701 -1.436 -0.322 0.282
H 6.059 1.743 1.127 0.369
H -4.695 -0.029 -2.836 0.471
H 5.331 1.449 -1.135 0.298
H -4.968 -0.171 2.420 0.309
H 2.839 0.566 -1.417 0.266
H -3.804 0.556 -1.442 0.198
H 6.296 -1.273 1.448 0.250
```

## Properties
M, g mol⁻¹: 344.41
Net charge: 0
Gap between HOMO and LUMO, eV: 8.91
Calculated total energy, eV: -31264.47111
Relative energy (zero: lowest compared OMol25 entry of this formula, charge and spin), kcal per mole: 2.7
LUMO level, eV: -0.6

Entry 3:
# C19H24N2O4S

A single C19H24N2O4S molecule (ωB97M-V/def2-TZVPD, the Open Molecules 2025 dataset).

Structure (XYZ):
```
50
Properties=species:S:1:pos:R:3:mulliken_charge:R:1
S -1.230 2.606 -0.354 1.315
O -0.726 3.388 0.740 -0.681
O -3.733 -3.219 -0.386 -0.609
O 0.394 -1.842 -0.423 -0.397
O -2.086 3.227 -1.321 -0.736
N 0.019 1.914 -1.218 -0.103
N 3.135 0.071 -0.454 0.234
C 5.730 -0.823 0.448 -0.707
C 5.186 -1.151 -0.937 -0.848
C -0.241 -2.549 0.531 -0.995
C 1.702 0.207 -0.687 -0.083
C -0.195 -1.892 1.718 -0.776
C -2.930 -1.031 -0.039 0.558
C -3.127 0.043 2.121 -0.634
C 0.522 -0.695 1.475 -0.210
C -2.683 -2.229 -2.279 -1.229
C 0.862 -0.711 0.153 0.710
C 5.091 0.472 0.935 -0.983
C 1.271 1.678 -0.537 -1.557
C -3.356 -1.038 1.292 -0.864
C -2.053 1.165 0.310 0.011
C 3.661 -1.209 -0.899 -0.451
C 3.570 0.346 0.905 -0.373
C -3.177 -2.254 -0.858 0.780
C -2.462 1.156 1.629 -0.379
C -2.280 0.098 -0.531 -0.489
H 5.485 -1.634 1.138 0.320
H -1.604 -2.086 -2.291 0.260
H 6.817 -0.724 0.416 0.337
H -0.675 -3.485 0.244 0.609
H 0.085 2.291 -2.148 0.338
H 1.104 1.936 0.510 0.506
H 3.259 -0.454 1.598 0.218
H -2.927 -3.172 -2.761 0.352
H 5.577 -2.106 -1.289 0.388
H 3.343 -2.032 -0.236 0.265
H 5.416 0.703 1.950 0.399
H 3.120 1.282 1.236 0.408
H 3.276 -1.413 -1.901 0.359
H 1.536 -0.074 -1.735 0.337
H 5.389 1.292 0.281 0.343
H 0.744 0.071 2.190 0.588
H -3.150 -1.413 -2.825 0.410
H -3.460 0.020 3.147 0.427
H -1.936 0.171 -1.549 0.417
H -3.864 -1.920 1.655 0.482
H 2.072 2.311 -0.929 0.305
H -2.250 2.017 2.244 0.534
H -0.614 -2.214 2.649 0.570
H 5.489 -0.372 -1.639 0.326
```

## Properties
M, g mol⁻¹: 376.48
Net charge: 0
Gap between HOMO and LUMO, eV: 8.55
Calculated total energy, eV: -42097.25827
Relative energy (zero: lowest compared OMol25 entry of this formula, charge and spin), kcal per mole: 52.7
LUMO level, eV: 0.0

Entry 4:
# C19H24N2O5

A single C19H24N2O5 molecule (ωB97M-V/def2-TZVPD, the Open Molecules 2025 dataset).

Structure (XYZ):
```
50
Properties=species:S:1:pos:R:3:mulliken_charge:R:1
O 3.342 0.546 -1.467 -0.673
O 0.609 0.548 1.934 -0.757
O -4.093 1.768 0.620 -0.403
O -3.576 -2.741 -0.794 -0.469
O 0.624 4.302 0.304 -0.395
N 1.146 -0.889 0.283 0.107
N 2.704 1.669 0.396 -0.190
C 4.838 -1.764 0.175 -1.622
C -1.646 -1.541 0.085 -0.546
C 2.582 -0.729 0.454 -0.475
C -3.830 -0.532 -0.115 -0.472
C -2.799 -3.901 -0.975 -0.820
C -5.457 1.741 0.270 -0.931
C 2.853 -3.222 0.649 -1.377
C 1.168 3.325 -0.452 0.433
C -2.983 -1.632 -0.273 0.383
C -1.167 -0.347 0.624 0.226
C -0.680 4.371 -0.011 -0.579
C 2.943 0.553 -0.320 0.245
C -0.995 3.448 -0.958 -0.466
C -3.351 0.649 0.427 0.534
C 0.258 -0.179 1.017 0.234
C 2.604 2.968 -0.246 -1.100
C 0.210 2.761 -1.244 -0.180
C -2.010 0.732 0.810 -0.990
C 3.341 -1.957 -0.053 0.732
H -2.390 -4.263 -0.027 0.329
H -1.982 -3.731 -1.685 0.333
H -5.843 2.729 0.517 0.246
H -1.958 3.270 -1.390 0.463
H 3.039 -3.152 1.718 0.343
H -6.003 0.985 0.843 0.367
H -3.477 -4.648 -1.383 0.247
H 5.386 -2.633 -0.182 0.424
H 2.191 1.562 1.268 0.422
H 3.128 2.890 -1.202 0.432
H 3.081 3.724 0.383 0.313
H -1.270 5.107 0.498 0.481
H -1.637 1.645 1.242 0.619
H 2.764 -0.581 1.523 0.426
H 3.381 -4.091 0.264 0.450
H -4.856 -0.655 -0.420 0.522
H -5.593 1.555 -0.800 0.355
H 0.352 1.965 -1.945 0.596
H 5.049 -1.634 1.234 0.362
H 5.193 -0.890 -0.363 0.380
H -0.988 -2.389 -0.012 0.587
H 1.787 -3.373 0.499 0.178
H 0.848 -1.296 -0.590 0.414
H 3.163 -2.041 -1.131 0.264
```

## Properties
M, g mol⁻¹: 360.41
Net charge: 0
Gap between HOMO and LUMO, eV: 9.00
Calculated total energy, eV: -33310.35942
Relative energy (zero: lowest compared OMol25 entry of this formula, charge and spin), kcal per mole: 43.2
LUMO level, eV: 0.6

Entry 5:
# C19H24N4O

A single C19H24N4O molecule at a distorted geometry (ωB97M-V/def2-TZVPD, the Open Molecules 2025 dataset).

Structure (XYZ):
```
48
Properties=species:S:1:pos:R:3:mulliken_charge:R:1
O -0.476 0.281 1.606 -0.699
N 3.741 1.086 -0.235 0.070
N -1.958 1.418 0.219 -0.040
N 4.694 -0.673 1.011 -0.387
N 1.394 2.236 0.359 0.185
C 1.640 1.609 -1.002 -0.025
C 4.195 -1.042 -1.454 -1.237
C -0.799 1.253 0.713 0.910
C 5.206 -1.787 0.713 -0.030
C 0.096 2.375 0.731 -1.265
C 4.227 -0.209 -0.270 1.158
C -2.747 -0.791 0.664 -1.503
C -3.810 -3.138 1.297 -1.502
C -5.284 -0.235 -0.616 0.698
C -5.201 -1.532 0.079 -1.009
C 5.257 -2.869 -0.072 -0.738
C 2.245 1.661 1.324 -0.960
C 3.761 1.785 0.860 -0.749
C 4.642 -2.673 -1.279 -0.591
C -4.145 0.562 -0.712 -1.246
C -6.541 0.263 -1.478 -1.162
C -2.953 0.348 0.092 0.944
C 2.947 1.524 -1.501 -1.578
C -3.806 -1.788 0.587 0.647
H 5.584 -2.226 1.802 0.130
H 5.560 -3.781 0.032 0.553
H -4.224 1.540 -1.118 0.264
H 4.612 -3.217 -2.037 0.642
H -5.954 -2.082 -0.290 0.400
H 3.659 -0.932 -2.255 0.365
H 4.361 1.168 1.564 0.513
H 3.172 2.699 -1.483 0.312
H -3.962 -4.057 0.519 0.265
H -0.016 3.012 1.673 0.391
H -4.419 -3.294 2.018 0.428
H 0.862 1.994 -1.585 0.571
H 4.037 2.795 0.905 0.419
H 1.308 0.377 -0.622 0.197
H 2.020 0.702 1.397 0.744
H 3.081 1.030 -2.330 0.547
H -2.241 2.052 -0.272 0.019
H -6.468 1.272 -2.021 0.302
H -0.524 3.281 0.176 0.328
H -2.780 -3.423 1.646 0.348
H -2.112 -1.095 1.144 1.588
H -6.737 -0.581 -2.102 0.323
H -7.363 0.555 -0.651 0.260
H 2.220 2.546 2.253 0.201
```

## Properties
M, g mol⁻¹: 324.43
Net charge: 0
Gap between HOMO and LUMO, eV: 7.93
Calculated total energy, eV: -28085.15155
Relative energy (zero: lowest compared OMol25 entry of this formula, charge and spin), kcal per mole: 395.2
LUMO level, eV: 0.5

Entry 6:
# C19H24N4O3

A single C19H24N4O3 molecule (ωB97M-V/def2-TZVPD, the Open Molecules 2025 dataset).

Structure (XYZ):
```
50
Properties=species:S:1:pos:R:3:mulliken_charge:R:1
O -0.330 4.667 1.268 -0.684
O -1.576 -0.700 0.002 -0.661
O 1.139 4.248 4.526 -0.362
N 1.210 6.428 4.755 -0.074
N 0.513 2.744 2.095 0.143
N 0.628 -0.238 0.027 -0.084
N 1.838 5.117 6.611 -0.792
C -2.737 -3.807 -2.232 -0.433
C 0.733 4.841 3.328 0.401
C -0.222 -1.765 -1.673 -0.269
C 1.872 0.824 1.929 0.185
C -1.781 -5.048 -4.546 0.753
C 3.004 1.230 0.993 -1.654
C 1.437 5.248 5.423 0.403
C 0.018 2.000 0.942 -1.195
C -1.853 -3.125 -3.061 0.243
C -1.388 -3.757 -4.208 -0.438
C -3.142 -5.093 -2.555 -0.657
C -0.473 -0.850 -0.489 0.371
C -1.381 -1.744 -2.685 -1.191
C 0.766 6.167 3.473 -0.291
C 0.280 4.076 2.146 0.229
C 1.490 1.969 2.872 -0.544
C -2.667 -5.709 -3.703 -0.540
C 0.537 0.585 1.209 -0.108
C -1.242 -5.721 -5.779 -1.436
H -2.209 -1.202 -2.228 0.406
H 1.920 4.139 6.865 0.251
H -2.995 -6.712 -3.953 0.385
H -0.937 -4.989 -6.526 0.366
H 1.520 -0.374 -0.414 0.236
H 2.349 2.581 3.136 0.455
H 3.884 1.505 1.575 0.431
H -0.369 -6.332 -5.539 0.281
H -0.130 -2.770 -1.252 0.363
H -0.708 -3.223 -4.866 0.323
H -1.084 -1.197 -3.581 0.518
H 2.730 2.088 0.376 0.313
H -3.110 -3.322 -1.337 0.450
H 3.309 0.417 0.331 0.463
H 0.502 6.936 2.771 0.486
H -1.067 2.048 0.878 0.414
H 0.734 -1.537 -2.148 0.286
H 0.426 2.399 0.008 0.361
H -1.988 -6.377 -6.228 0.381
H -0.149 0.086 1.898 0.343
H -3.839 -5.615 -1.912 0.381
H 1.327 7.329 5.180 0.164
H 2.165 -0.055 2.505 0.400
H 1.045 1.593 3.795 0.229
```

## Properties
M, g mol⁻¹: 356.43
Net charge: 0
Gap between HOMO and LUMO, eV: 8.82
Calculated total energy, eV: -32196.47715
Relative energy (zero: lowest compared OMol25 entry of this formula, charge and spin), kcal per mole: 40.1
LUMO level, eV: 0.5

Entry 7:
# C19H24N4O3

A single C19H24N4O3 molecule at a distorted geometry (ωB97M-V/def2-TZVPD, the Open Molecules 2025 dataset).

Structure (XYZ):
```
50
Properties=species:S:1:pos:R:3:mulliken_charge:R:1
O -6.892 1.120 0.657 -0.483
O -6.331 1.047 -1.577 -0.500
O 5.429 -2.238 -0.980 -0.706
N -1.266 -1.676 0.094 0.261
N 2.681 0.569 -0.066 -0.199
N 3.435 -1.631 -0.111 0.061
N 1.384 -1.058 0.888 0.046
C -2.398 -1.911 -0.786 -1.175
C -3.593 -1.099 -0.359 0.402
C -7.248 1.561 -0.635 -0.246
C -3.939 -1.053 0.984 -0.335
C -4.349 -0.410 -1.309 -1.213
C 4.657 -1.329 -0.743 0.124
C 0.870 -2.406 0.977 -1.162
C -5.036 -0.328 1.438 -1.014
C -5.776 0.342 0.494 1.032
C 3.830 0.946 -0.672 0.529
C 0.319 -0.086 1.037 -1.140
C -0.195 -2.633 -0.100 -0.568
C 5.572 2.825 0.999 -1.119
C -0.755 -0.321 -0.024 -0.444
C 4.210 3.165 0.407 -0.356
C -5.436 0.298 -0.859 0.865
C 4.810 0.065 -1.021 -0.460
C 3.953 2.421 -0.910 -1.019
C 2.501 -0.696 0.209 0.504
H -0.118 -0.209 2.032 0.333
H 1.660 -3.151 0.892 0.431
H -7.231 2.663 -0.666 0.243
H 4.765 2.619 -1.610 0.369
H 3.310 -2.609 0.112 0.113
H 6.367 3.095 0.308 0.278
H -2.652 -2.974 -0.720 0.402
H 5.718 0.382 -1.505 0.408
H -5.300 -0.291 2.481 0.427
H -3.327 -1.591 1.690 0.440
H 3.016 2.781 -1.338 0.298
H 3.423 2.898 1.115 0.273
H -8.263 1.209 -0.879 0.244
H -0.602 -3.643 -0.003 0.512
H 5.644 1.759 1.203 0.305
H 0.750 0.908 0.934 0.430
H 5.728 3.365 1.930 0.361
H 0.271 -2.538 -1.099 0.270
H -2.152 -1.689 -1.840 0.318
H -4.098 -0.430 -2.356 0.407
H 0.402 -2.513 1.961 0.362
H -0.318 -0.139 -1.023 0.244
H 4.152 4.240 0.223 0.369
H -1.582 0.374 0.125 0.478
```

## Properties
M, g mol⁻¹: 356.43
Net charge: 0
Gap between HOMO and LUMO, eV: 8.80
Calculated total energy, eV: -32195.78107
Relative energy (zero: lowest compared OMol25 entry of this formula, charge and spin), kcal per mole: 56.1
LUMO level, eV: 0.6

Entry 8:
# C19H24N6O2

2 unconnected molecules or ions with the total composition C19H24N6O2 at a distorted geometry (ωB97M-V/def2-TZVPD, the Open Molecules 2025 dataset).

Structure (XYZ):
```
51
Properties=species:S:1:pos:R:3:mulliken_charge:R:1
O -3.048 -3.269 -1.742 -0.680
O -0.199 -6.926 -2.214 -0.673
N -0.924 -4.981 -1.435 -0.083
N 2.562 -0.842 -1.229 -0.612
N 3.771 -1.104 0.636 -0.484
N 2.518 0.750 0.501 -0.612
N -2.868 -2.383 0.323 -0.155
N 1.302 4.586 1.748 0.159
C 1.236 2.776 0.399 0.501
C -1.918 4.585 -0.884 -0.808
C 0.100 3.644 0.079 0.936
C 0.194 4.752 0.923 -0.524
C 0.076 -2.925 -0.578 -1.307
C -4.076 -1.560 0.274 -0.853
C 0.431 -6.449 0.018 -1.019
C 1.670 1.507 -0.196 0.521
C 1.264 1.111 -1.458 -0.618
C 1.753 5.522 2.786 -1.029
C -2.438 -3.162 -0.680 0.321
C -0.254 -6.123 -1.295 0.713
C -0.979 3.549 -0.812 -0.422
C -1.797 5.706 -0.054 -0.600
C -0.743 5.788 0.862 -0.518
C 1.916 3.380 1.431 -0.218
C -1.103 -3.901 -0.459 0.126
C 2.887 -0.380 -0.046 0.477
C 1.736 -0.088 -1.945 -0.548
H -4.438 -1.359 1.283 0.334
H -0.659 6.646 1.520 0.390
H 2.670 5.156 3.258 0.352
H 4.285 -1.722 0.024 0.270
H 1.958 6.503 2.348 0.321
H -0.017 -2.126 0.158 0.368
H -3.857 -0.614 -0.225 0.274
H -1.398 -4.861 -2.319 0.226
H -2.747 4.514 -1.581 0.396
H -1.117 -4.313 0.550 0.323
H 0.633 1.725 -2.080 0.438
H 1.019 -3.444 -0.408 0.383
H 0.984 5.627 3.557 0.328
H 1.192 -5.702 0.231 0.276
H 0.904 -7.427 -0.070 0.306
H -2.295 -2.329 1.150 0.242
H -0.308 -6.480 0.815 0.281
H -4.860 -2.076 -0.288 0.290
H -1.116 2.681 -1.443 0.405
H -2.527 6.508 -0.115 0.376
H 0.091 -2.491 -1.578 0.279
H 2.806 2.975 1.904 0.438
H 1.437 -0.418 -2.936 0.444
H 4.286 -0.534 1.292 0.269
```

## Properties
M, g mol⁻¹: 368.44
Net charge: 0
Gap between HOMO and LUMO, eV: 8.48
Calculated total energy, eV: -33129.83884
Relative energy (zero: lowest compared OMol25 entry of this formula, charge and spin), kcal per mole: 0.0
LUMO level, eV: 0.4